No. 1
Below is a structure of composition C22H44NO4RbSi4Te, with properties calculated with ωB97M-V/def2-TZVPD.

```
77
Properties=species:S:1:pos:R:3:forces:R:3
Rb 1.69076 2.03549 0.21186 -0.4 0.3 -0.1
O 4.48204 2.15385 0.54153 0.0 -0.1 0.0
C 4.22933 0.96212 0.84640 0.2 0.0 0.0
O 4.49729 -0.06359 0.18971 0.1 -0.1 0.0
C 3.32209 0.75695 2.15257 0.1 -0.2 0.1
O 3.17348 1.71652 2.92344 0.0 0.0 0.0
O 2.70910 -0.35362 2.24038 0.0 0.0 0.0
C -1.05815 0.19372 -2.01138 0.0 -0.1 0.0
Si -1.69777 1.96308 -1.87012 0.0 0.1 0.0
C -3.53648 1.81706 -2.32941 -0.1 -0.1 0.0
C -0.94508 2.88433 -3.33070 0.0 0.1 0.0
C -1.52775 2.80322 -0.25043 0.0 0.1 -0.1
C -0.91106 4.09151 -0.16868 0.0 -0.1 0.0
C -1.35770 5.11372 0.73046 0.0 0.0 0.0
C -0.75894 6.34376 0.76479 0.0 0.0 0.0
C 0.30636 6.62469 -0.09576 0.0 0.0 0.0
C 0.70688 5.59770 -0.92653 0.1 -0.1 0.0
N 0.16339 4.38353 -0.96669 0.0 0.0 0.0
Si -2.54199 2.18308 1.13411 0.1 0.0 0.1
C -1.70780 2.43181 2.80833 0.0 0.0 0.0
C -4.29155 2.90746 1.29817 -0.1 0.0 0.0
C -2.83211 0.32011 1.02586 0.0 0.0 0.0
H -1.13338 -0.14554 -3.05038 0.0 0.0 0.0
H -1.64743 -0.49092 -1.39732 0.0 0.0 0.0
H -0.01665 0.07887 -1.69698 0.0 0.0 0.0
H -3.66272 1.28845 -3.28057 0.0 0.0 0.0
H -3.98465 2.80992 -2.42501 0.0 0.0 0.0
H -4.10188 1.27347 -1.56884 0.0 0.0 0.0
H -1.25682 2.40583 -4.26536 0.0 0.0 0.0
H 0.14351 2.89885 -3.28219 0.0 0.0 0.0
H -1.27869 3.92458 -3.34305 0.0 0.0 0.0
H -2.20789 4.91624 1.36807 0.0 0.0 0.0
H -1.12338 7.10138 1.45182 0.0 0.0 0.0
H 0.81229 7.58050 -0.10058 0.0 0.0 0.0
H 1.54994 5.74990 -1.59827 0.0 0.0 0.0
H -1.41102 3.46810 2.97762 0.0 0.0 0.0
H -0.80311 1.82135 2.87863 0.0 0.0 0.0
H -2.37428 2.13212 3.62339 0.0 0.0 0.0
H -4.29392 3.98800 1.45572 0.0 0.0 0.0
H -4.82458 2.44187 2.13395 0.0 0.0 0.0
H -4.85551 2.70973 0.38196 0.0 0.0 0.0
H -1.88438 -0.22294 1.00651 0.0 0.0 0.0
H -3.40870 0.02939 0.14549 0.0 0.0 0.0
H -3.38714 -0.00613 1.91087 0.0 0.0 0.0
C 2.33933 -1.68755 -3.41548 0.0 0.1 0.0
Si 1.58183 -3.27254 -2.77217 0.0 0.0 0.0
C 2.95026 -4.53348 -2.51091 0.0 0.0 0.0
C 0.40880 -3.92705 -4.09506 0.0 0.0 0.0
C 0.68544 -3.01513 -1.17168 0.0 0.0 -0.1
Te 1.90613 -1.79969 0.18789 0.1 0.1 0.1
C 0.46785 -2.09047 1.76532 0.0 0.0 0.0
Si 0.98846 -3.46216 2.90391 0.0 0.0 0.0
C 2.64463 -3.12393 3.68228 0.1 0.1 0.0
C 1.05144 -5.09477 1.97081 0.0 0.0 -0.1
C -0.29807 -3.65357 4.27214 0.0 0.0 0.0
H 2.83214 -1.85709 -4.37706 0.0 0.0 0.0
H 3.07911 -1.28573 -2.71697 0.0 0.0 0.0
H 1.57155 -0.92203 -3.55659 0.0 0.0 0.0
H 3.51886 -4.71519 -3.42692 0.0 0.0 0.0
H 2.54144 -5.48722 -2.16594 0.0 0.0 0.0
H 3.64048 -4.16883 -1.74654 0.0 0.0 0.0
H 0.92412 -4.10159 -5.04395 0.0 0.0 0.0
H -0.39238 -3.20513 -4.27336 0.0 0.0 0.0
H -0.05338 -4.86611 -3.77952 0.0 0.0 0.0
H 0.48891 -3.98801 -0.71318 0.0 0.0 0.0
H -0.26805 -2.50704 -1.33759 0.0 0.0 0.0
H -0.50555 -2.26748 1.30321 0.0 0.0 0.0
H 0.45947 -1.14376 2.30612 0.0 0.0 0.0
H 3.41249 -3.06167 2.90882 0.0 0.0 0.0
H 2.92015 -3.89737 4.40538 0.0 0.0 0.0
H 2.62965 -2.14770 4.17054 0.0 0.0 0.0
H 1.78872 -5.02671 1.16671 0.0 0.0 0.0
H 0.08236 -5.33472 1.52454 0.0 0.0 0.0
H 1.33768 -5.91938 2.62943 0.0 0.0 0.0
H -0.36880 -2.73015 4.85249 0.0 0.0 0.0
H -0.04286 -4.46632 4.95822 0.0 0.0 0.0
H -1.28612 -3.85995 3.85172 0.0 0.0 0.0
```
Forces are in eV/Å.

The spin multiplicity is 1. The HOMO energy comes out at -1.7682 eV. The value obtained for the relative energy (zero: lowest compared OMol25 entry of this formula, charge and spin) is 8.1 kcal per mole. The energy comes out at -72673.6020 eV. The net charge is -2. The value obtained for the gap between HOMO and LUMO is 5.85 eV.

---

No. 2
Below is a structure of composition C22H44O32S5 in a non-equilibrium geometry, with properties calculated with ωB97M-V/def2-TZVPD.

```
103
Properties=species:S:1:pos:R:3:forces:R:3
C 1.21082 4.15145 -4.22129 0.6 -0.7 0.1
C 2.52391 3.43995 -4.00233 -0.1 0.6 -0.8
O 2.73651 3.62956 -2.60717 0.5 -0.6 0.1
S 1.97620 4.91040 -2.09710 -2.8 -0.3 3.3
O 2.83324 5.92709 -1.66711 1.5 0.9 0.0
O 0.96430 4.48296 -1.14321 1.2 0.1 -1.6
O 1.30429 5.36733 -3.43799 0.0 -0.9 -1.1
H 0.50251 3.46633 -3.81728 -1.2 0.0 0.3
H 1.03187 4.31447 -5.25413 -0.3 0.7 -0.7
H 3.32706 3.91757 -4.54252 0.4 0.1 -0.2
H 2.43832 2.39925 -4.30445 0.1 -0.1 0.5
C 0.49990 -4.96656 -1.52730 -1.6 1.2 -0.6
C 1.54589 -4.56781 -0.58635 1.7 -2.0 1.5
O 2.41543 -3.71836 -1.25707 0.7 1.5 -1.4
S 2.06844 -3.65493 -2.83452 1.2 0.2 -0.2
O 3.20430 -3.92078 -3.62860 0.6 -0.8 0.2
O 1.41818 -2.44154 -3.12916 -1.2 1.0 0.3
O 1.09543 -4.86836 -2.84395 -0.3 -0.9 0.4
H -0.26966 -4.18836 -1.45911 -0.3 -0.5 -0.3
H 0.11434 -5.94661 -1.31526 -0.2 -0.4 -0.4
H 2.15577 -5.42090 -0.26989 -0.1 -0.1 0.0
H 1.17127 -4.13685 0.31122 -0.5 0.7 0.6
C -4.65303 2.65360 4.70294 0.1 -1.3 0.4
C -3.86064 1.99194 5.86910 0.3 -0.8 -0.5
O -2.91805 2.97523 6.31629 0.4 -0.4 0.1
S -3.04469 4.30965 5.51760 0.0 0.9 0.4
O -1.79869 4.76503 5.03130 0.4 -0.1 -0.1
O -3.82755 5.16666 6.34182 -0.4 0.3 -0.5
O -3.84719 3.72667 4.28386 0.7 0.7 -0.4
H -5.51369 3.07772 5.16617 -1.2 0.0 -0.3
H -4.81141 1.96037 3.83117 0.0 1.0 1.2
H -3.24253 1.18418 5.46724 -0.3 -0.1 0.4
H -4.47976 1.68304 6.73178 0.3 0.1 -0.7
C -4.28204 -2.70691 -1.23115 0.7 0.5 1.4
C -4.84457 -2.96087 -2.54541 -1.9 -0.6 -2.6
O -3.92148 -2.42964 -3.52569 -0.4 0.5 0.4
S -2.45181 -2.45584 -2.93106 1.0 -0.5 -1.3
O -1.83412 -1.17084 -3.00620 -0.3 -0.6 -0.3
O -1.80106 -3.62042 -3.48495 -0.4 1.2 0.9
O -2.86877 -2.70073 -1.44559 0.4 -0.6 1.0
H -4.51445 -3.50503 -0.52545 0.0 0.3 0.1
H -4.56854 -1.73217 -0.86888 0.0 0.3 0.5
H -5.83374 -2.47045 -2.73935 0.9 -0.5 0.3
H -4.92778 -4.03923 -2.71158 -0.1 0.1 -0.2
C 1.93606 -0.32833 -0.32472 -0.9 0.4 -0.2
C 0.73613 0.13388 -1.32910 2.4 -1.3 0.9
O -0.38164 -0.17112 -0.55342 -2.1 1.0 -1.4
S -0.21509 -0.37407 0.94801 -3.4 -0.1 2.7
O -1.02237 -1.52211 1.25419 0.5 -0.3 -0.1
O -0.47663 0.73193 1.82371 0.3 0.2 -1.0
O 1.24442 -0.67682 0.92276 3.1 -0.6 -0.1
H 2.56061 0.51840 -0.10876 0.3 0.2 0.1
H 2.53593 -1.21293 -0.50244 -0.2 0.0 -0.8
H 0.68056 -0.49242 -2.21601 0.1 0.2 0.0
H 0.82560 1.18899 -1.54423 -0.1 0.3 0.0
C 6.37739 -0.83336 3.53073 0.8 -0.4 -0.1
O 6.34515 -2.12232 2.90801 0.0 0.9 0.9
C 6.43745 -2.11987 1.60102 -0.9 -2.8 -0.1
O 6.58820 -1.24437 0.81615 0.4 1.3 -0.3
O 6.21936 -3.42975 1.30408 0.7 -0.3 -0.2
C 6.37990 -3.82352 -0.05312 -2.2 -1.1 0.4
H 6.14525 -1.01907 4.57479 0.1 0.2 0.0
H 5.67833 -0.17894 3.06360 -0.7 0.5 -0.2
H 7.36817 -0.41158 3.36481 0.0 0.1 0.4
H 6.63644 -2.98528 -0.58630 0.3 2.1 -1.6
H 5.35625 -4.19456 -0.37798 1.5 0.2 0.1
H 7.19341 -4.50916 -0.24491 -0.1 -0.7 0.6
C -3.14187 -1.21269 3.59970 -1.4 -0.7 0.8
O -4.23582 -0.30346 3.98903 0.3 -0.1 -0.3
C -5.39222 -0.64210 4.53019 -1.9 1.2 0.8
O -6.07933 0.18433 5.14099 1.3 -1.6 -1.0
O -5.80409 -1.88968 4.28076 1.9 -0.2 -0.5
C -7.05510 -2.31928 4.73695 -1.6 1.6 0.3
H -2.29414 -0.55260 3.47431 0.2 -0.1 0.2
H -3.35432 -1.68941 2.62049 0.0 0.1 0.8
H -3.06448 -1.92368 4.47458 0.4 0.5 -1.4
H -7.11690 -2.45470 5.80604 0.4 0.0 0.4
H -7.30425 -3.22606 4.24545 0.1 -0.8 -0.5
H -7.81775 -1.55667 4.47621 0.4 -0.4 0.1
C 1.22931 3.69987 2.81714 -0.3 1.9 -0.4
O 1.85386 2.96376 1.80450 0.8 -0.3 -0.7
C 3.11715 3.24106 1.55489 2.2 -0.6 1.0
O 3.92073 3.97162 2.17024 -2.7 -1.8 -2.0
O 3.46921 2.33967 0.54322 -0.1 2.2 0.7
C 4.80734 2.56331 0.09846 1.1 -1.2 -0.1
H 1.31498 4.76371 2.53424 -0.6 -0.3 0.1
H 1.75111 3.64882 3.73708 0.5 -0.6 1.0
H 0.21385 3.34447 2.88054 -0.2 0.1 0.1
H 5.06869 3.63271 0.02192 -0.2 -0.6 0.1
H 4.94522 2.03849 -0.87780 -0.4 0.6 0.7
H 5.45622 2.02462 0.82594 0.0 0.7 -0.5
C -3.01369 1.52555 -4.89092 0.7 -0.4 1.6
O -2.28504 0.54599 -5.63121 -0.3 0.5 0.4
C -0.96671 0.59680 -5.49008 -0.6 0.9 0.3
O -0.35007 1.44716 -4.86084 -0.1 -1.3 -0.7
O -0.52571 -0.39405 -6.23786 1.2 0.5 0.7
C 0.88918 -0.54673 -6.23544 0.7 -0.4 -2.7
H -3.88241 1.73386 -5.45473 -0.7 0.6 -0.7
H -2.35494 2.38067 -4.64087 -0.7 -0.3 -0.4
H -3.36453 1.07327 -3.94075 0.4 0.2 -0.4
H 1.21788 -1.21717 -5.47579 0.1 -0.6 0.6
H 1.51474 0.34851 -6.24085 -0.7 0.4 0.5
H 1.06224 -0.94086 -7.26593 0.2 -0.3 1.0
```
Forces are in eV/Å.

The spin multiplicity is 1. The HOMO energy comes out at -10.4027 eV. The value obtained for the relative energy (zero: lowest compared OMol25 entry of this formula, charge and spin) is 16.0 kcal per mole. The energy comes out at -143216.8827 eV. The value obtained for the gap between HOMO and LUMO is 10.23 eV.